Density functional theory data (ωB97M-V with the def2-TZVPD basis set) for C28H58B3NO15 as an isolated structure.

Geometry as XYZ:
```
105
Properties=species:S:1:pos:R:3:forces:R:3:mulliken_charge:R:1
C -0.731586 5.604557 3.959636 -0.11 -0.64 -0.94 -1.0635
B -1.583833 4.880310 2.820854 1.34 1.21 1.39 0.6658
O -2.872053 5.376600 2.610208 -0.15 -0.77 -0.68 -0.5696
B -3.744436 4.457927 2.043500 -0.12 -0.54 0.25 0.5920
O -3.281061 3.168526 1.864492 -0.08 0.68 -0.66 -0.6640
B -2.022773 3.339454 1.235063 -0.72 -1.34 -0.28 0.4612
N -1.837420 3.081988 -0.128091 0.93 1.01 1.30 -0.4918
C -0.662131 3.437772 -0.526461 0.13 -1.08 -0.05 1.2333
C 0.448949 2.419820 -0.460008 -0.57 0.33 -1.00 -0.8720
C -0.392105 4.812064 -1.021962 -0.29 0.29 0.34 -1.3972
O -1.012151 3.857324 2.099091 -1.16 0.42 -0.49 -0.3119
H -1.274146 5.481048 4.896667 0.17 0.31 0.18 0.3075
H -0.584439 6.656252 3.711612 -0.24 0.10 0.23 0.3558
H 0.258917 5.154155 4.024774 0.00 -0.01 0.22 0.2842
H -4.837859 4.724653 1.669229 -0.12 0.29 0.31 -0.1577
H 1.022621 2.556239 0.455914 0.20 0.19 -0.08 0.3140
H -0.004355 1.434043 -0.439855 0.03 -0.10 0.08 -0.0126
H 1.049388 2.527651 -1.365683 0.44 -0.07 0.27 0.4284
H 0.641003 5.121681 -0.885202 0.11 -0.17 -0.27 0.3213
H -0.686955 4.856071 -2.069566 0.28 0.00 -0.14 0.2872
H -1.038848 5.506229 -0.482498 -0.06 -0.03 -0.01 0.3507
O 3.497550 0.483960 0.265426 -0.10 0.09 0.06 -0.6053
C 2.664602 -0.383663 0.312925 0.21 -0.27 0.00 0.8655
O 1.612666 -0.236785 1.130821 -0.08 0.34 -0.07 -0.1895
C 0.478325 -1.118256 1.124184 -0.21 -0.49 -0.04 -0.0349
C 0.712162 -2.328562 2.007416 0.26 0.17 -0.08 -0.7568
C 2.822619 -1.670562 -0.461832 -0.32 0.06 -0.43 -1.2103
H 0.204868 -1.384544 0.102387 0.03 -0.02 0.00 0.1987
H -0.352994 -0.536927 1.522932 0.13 0.19 0.01 0.3585
H 1.549513 -2.930546 1.647459 -0.07 -0.04 -0.10 0.2743
H -0.177162 -2.958094 2.038049 -0.02 0.03 -0.02 0.4412
H 0.955168 -2.017656 3.023588 -0.15 -0.01 -0.24 -0.1183
H 3.441618 -2.357145 0.114248 -0.01 0.00 0.02 0.2779
H 3.322523 -1.442754 -1.400642 0.18 0.04 0.12 0.3676
H 1.880453 -2.153045 -0.712923 0.01 -0.09 0.17 0.3341
O 0.940151 -2.624280 4.991395 0.16 0.14 0.27 -0.5589
C 2.017583 -2.807472 5.491361 0.07 -0.59 0.16 0.9040
O 3.075317 -2.096750 5.060411 -0.14 0.25 -0.24 -0.1529
C 4.354835 -2.087699 5.703341 0.26 -0.17 0.06 -0.5153
C 5.219597 -3.240257 5.238925 -0.10 -0.16 -0.06 -1.1594
C 2.228083 -3.880718 6.531256 0.00 0.27 0.44 -1.3775
H 4.243376 -2.060553 6.788080 -0.07 -0.07 0.00 0.4590
H 4.818104 -1.145294 5.414873 -0.17 0.05 -0.08 0.3779
H 4.779331 -4.203561 5.498093 0.03 0.01 0.09 0.2688
H 6.209904 -3.181095 5.690721 0.00 0.02 0.00 0.3918
H 5.326749 -3.217857 4.154214 0.04 0.08 0.01 0.3047
H 2.398979 -4.832670 6.030127 0.01 0.01 -0.01 0.3033
H 1.325400 -3.951517 7.133261 -0.10 -0.09 -0.17 0.3489
H 3.047598 -3.676975 7.216523 0.12 -0.09 -0.13 0.3835
O 0.224117 3.169198 7.414384 0.10 -0.12 0.05 -0.6146
C 0.269768 2.392941 6.497926 -0.06 0.24 -0.36 0.5691
O 1.319378 1.558312 6.384996 0.01 -0.16 0.42 -0.4171
C 1.359173 0.510163 5.403191 0.02 0.25 -0.31 -0.1626
C 1.878955 1.030962 4.083197 -0.02 0.11 0.02 0.0531
C -0.775092 2.385367 5.406674 -0.45 -0.38 0.26 -0.5993
H 0.388713 0.024847 5.310537 0.00 0.02 0.00 0.4761
H 2.042455 -0.238151 5.782478 0.04 0.17 0.27 -0.1915
H 1.226630 1.800777 3.667941 -0.05 -0.07 -0.05 -0.1922
H 1.961977 0.225676 3.358717 0.03 0.00 0.00 -0.1329
H 2.862405 1.484775 4.217709 0.02 -0.07 0.03 0.3869
H -0.527121 3.132278 4.657770 0.09 -0.06 -0.02 -0.1315
H -1.736020 2.639669 5.850355 0.09 0.21 0.05 0.4527
H -0.903069 1.418950 4.927655 0.10 0.07 -0.16 0.2803
O -1.490234 -3.028740 -1.473630 0.17 0.03 0.07 -0.6156
C -1.813229 -2.320240 -2.392179 -0.44 0.06 0.00 0.8709
O -1.373434 -1.046517 -2.399709 0.44 0.00 0.17 -0.3470
C -1.531376 -0.156675 -3.508769 -0.19 0.19 -0.15 -0.3104
C -2.874068 0.541608 -3.474780 -0.14 -0.08 0.11 -0.9766
C -2.757312 -2.797933 -3.464973 0.62 0.23 -0.05 -0.8276
H -1.355061 -0.677280 -4.451427 -0.07 -0.08 0.03 0.3728
H -0.735675 0.580677 -3.407096 0.06 -0.07 0.13 0.2675
H -3.697466 -0.168141 -3.560171 0.02 -0.02 -0.10 0.3346
H -2.951991 1.260728 -4.290860 0.03 0.01 0.00 0.3758
H -3.000439 1.069231 -2.528707 0.08 0.06 -0.02 0.2348
H -3.783146 -2.667637 -3.122540 0.00 0.00 0.00 0.2957
H -2.573075 -3.849728 -3.642742 -0.05 0.32 0.31 -0.0734
H -2.625301 -2.296924 -4.421091 -0.15 0.10 0.04 0.3348
O 0.456681 3.791297 -3.956752 -0.02 0.02 0.09 -0.4513
C 0.802904 4.463874 -4.890490 -0.15 -0.12 -0.30 0.8438
O 0.840331 5.800332 -4.752116 0.10 0.06 0.36 -0.3758
C 1.408871 6.683195 -5.724889 -0.04 0.13 -0.27 -0.4321
C 0.409379 7.042811 -6.804135 -0.13 -0.13 -0.02 -0.9789
C 1.107210 3.846961 -6.234162 0.51 0.00 0.00 -1.1903
H 2.331092 6.267682 -6.132976 -0.04 -0.08 -0.01 0.3715
H 1.689921 7.579596 -5.174705 -0.04 -0.09 0.15 0.3199
H 0.093690 6.165184 -7.368734 0.08 0.01 -0.05 0.2745
H 0.840203 7.763289 -7.499713 0.01 0.00 0.02 0.3616
H -0.486150 7.476868 -6.359292 0.05 0.06 0.03 0.3061
H 0.175855 3.718872 -6.784191 -0.01 0.02 0.00 0.2819
H 1.557971 2.871880 -6.066015 -0.19 -0.07 0.07 0.3204
H 1.808817 4.419895 -6.835667 -0.15 0.09 -0.07 0.3547
O -3.413259 -5.108840 -4.826574 -0.06 -0.63 -0.44 -0.6189
C -3.115644 -6.184081 -4.375132 -0.44 -0.19 0.02 0.8497
O -2.292013 -6.981649 -5.074966 0.29 0.21 -0.18 -0.3628
C -1.726981 -8.188467 -4.552956 -0.06 -0.26 0.08 -0.3979
C -2.663230 -9.365339 -4.730679 -0.17 0.05 -0.01 -0.9418
C -3.718289 -6.684713 -3.085756 0.38 0.10 0.34 -1.0228
H -1.418380 -8.054792 -3.515407 -0.08 0.03 0.02 0.3518
H -0.817468 -8.355918 -5.127553 -0.03 0.15 -0.08 0.3158
H -3.593145 -9.226304 -4.178947 0.04 -0.03 0.08 0.2738
H -2.191387 -10.285193 -4.384406 0.02 0.01 0.00 0.3548
H -2.928372 -9.481027 -5.781719 0.08 -0.01 -0.01 0.2980
H -4.684992 -7.138811 -3.299629 0.00 0.00 -0.02 0.2982
H -3.863320 -5.832862 -2.424335 -0.13 0.06 -0.12 0.2988
H -3.092405 -7.395026 -2.551291 -0.08 -0.13 -0.09 0.3424
```
Positions in Å, forces in eV/Å.

Properties
- Maximum force: 2.28 eV Å⁻¹
- LUMO energy: 0.48 eV
- Net charge: 0



Density functional theory data (ωB97M-V with the def2-TZVPD basis set) for C14H40AsMnN4SSi2 as an isolated structure.

Geometry as XYZ:
```
63
Properties=species:S:1:pos:R:3:forces:R:3:lowdin_spin:R:1
Mn -0.192046 1.176062 -0.080631 -0.06 0.10 -0.12 4.6601
C 1.257841 3.900806 -0.729723 -0.03 0.03 -0.01 0.0031
C 2.420202 3.103770 -0.147979 0.03 -0.01 0.02 0.0038
N 2.043155 1.705964 0.108542 0.03 -0.06 0.12 0.0351
C 2.478268 1.180295 1.416271 -0.02 0.03 -0.02 0.0057
C 1.738726 1.794139 2.601951 -0.01 0.00 0.00 0.0049
S -0.077715 1.661488 2.490884 0.02 0.01 0.03 0.0405
C -0.623549 3.391016 2.433761 0.00 0.01 -0.01 0.0060
C 0.027258 4.256791 1.363849 0.00 0.01 0.01 0.0025
N 0.014575 3.652888 0.020051 0.03 -0.01 0.02 0.0323
H 1.526582 4.962928 -0.747892 -0.01 0.00 0.00 0.0006
H 1.085028 3.596786 -1.762779 0.00 -0.01 0.00 0.0004
H 3.271901 3.170081 -0.827727 0.00 0.00 -0.01 0.0005
H 2.751807 3.555670 0.787493 0.00 0.00 0.00 0.0002
H 2.430985 1.091729 -0.599941 0.01 -0.02 -0.01 0.0023
H 2.294753 0.104924 1.390911 0.00 0.01 0.00 0.0015
H 3.551308 1.338192 1.571440 0.00 -0.01 0.00 0.0007
H 2.043112 1.269835 3.506637 0.00 0.00 0.00 0.0004
H 1.986842 2.845030 2.747160 0.00 0.00 0.00 0.0003
H -1.701704 3.315847 2.277030 0.00 0.00 -0.01 0.0002
H -0.477441 3.847228 3.413047 0.00 0.00 0.00 0.0010
H -0.469571 5.231104 1.361635 0.00 0.00 0.00 0.0005
H 1.060434 4.454703 1.645756 0.00 0.00 0.00 0.0001
H -0.756118 4.043717 -0.508051 -0.02 -0.02 0.00 0.0010
N -0.583822 1.406466 -2.354625 -0.03 -0.04 -0.01 0.0395
C -2.024105 1.645126 -2.580910 0.00 0.01 -0.03 0.0041
C -2.837270 0.867562 -1.564574 -0.01 -0.02 0.01 0.0046
N -2.494338 1.306421 -0.196510 -0.04 -0.02 0.03 0.0375
H -0.036115 2.018001 -2.949413 0.01 0.01 0.00 0.0028
H -0.361056 0.458106 -2.651868 0.00 -0.01 0.00 0.0025
H -2.332450 1.359533 -3.589321 0.00 0.00 0.00 0.0008
H -2.214668 2.716653 -2.475141 0.00 0.00 0.01 0.0001
H -2.581330 -0.191958 -1.629080 -0.01 0.01 0.01 0.0009
H -3.902419 0.973904 -1.778181 0.00 0.00 0.00 0.0009
H -2.797442 0.597348 0.465401 0.01 0.00 0.02 0.0023
H -2.996738 2.158886 0.030191 0.00 0.00 0.01 0.0027
C -1.640583 -3.142261 2.254087 -0.02 0.00 0.02 0.0032
Si 0.106010 -2.717123 1.726222 -0.03 0.02 0.00 0.0148
C 0.943661 -1.827209 3.155389 0.02 0.01 0.01 0.0003
C 1.055596 -4.298615 1.410124 0.01 -0.02 0.01 0.0026
As 0.109579 -1.340389 -0.143649 0.15 0.04 -0.04 0.0511
Si -0.212851 -2.802458 -1.913275 -0.05 -0.01 0.02 0.0157
C -0.688755 -1.847214 -3.470693 -0.01 -0.01 -0.04 0.0006
C 1.343629 -3.752361 -2.329099 0.02 0.00 0.00 0.0031
C -1.600090 -4.009482 -1.553808 -0.02 -0.01 -0.03 0.0033
H -1.636187 -3.811779 3.118626 -0.01 0.00 0.00 0.0005
H -2.185821 -3.633775 1.446744 0.00 0.00 0.00 0.0001
H -2.193353 -2.240464 2.527216 0.01 0.00 0.00 0.0001
H 0.919604 -2.468719 4.040537 0.00 0.01 0.00 0.0000
H 0.435584 -0.896330 3.417844 0.00 -0.02 0.00 0.0000
H 1.992498 -1.612774 2.937387 -0.01 0.00 0.00 0.0001
H 1.078897 -4.896082 2.325801 0.00 0.00 -0.01 0.0004
H 2.085485 -4.090632 1.114960 0.00 0.00 0.00 0.0002
H 0.597560 -4.910569 0.631852 0.00 0.00 -0.01 0.0000
H 0.115736 -1.193740 -3.821437 0.00 0.00 0.01 0.0001
H -1.607841 -1.266576 -3.355079 0.01 -0.01 -0.01 0.0001
H -0.872291 -2.565755 -4.274176 0.01 0.01 0.00 0.0001
H 2.150543 -3.073155 -2.610633 0.00 0.00 0.00 0.0002
H 1.162018 -4.433008 -3.165448 0.00 0.00 0.00 0.0005
H 1.689913 -4.344165 -1.481605 0.01 -0.01 0.01 0.0001
H -2.540657 -3.485074 -1.372477 0.00 -0.01 0.00 0.0002
H -1.386796 -4.618972 -0.674215 0.00 0.00 0.00 0.0001
H -1.743961 -4.688350 -2.398878 0.00 0.00 0.00 0.0005
```
Positions in Å, forces in eV/Å.

Properties
- Maximum force: 0.17 eV Å⁻¹
- 2S+1: 6
- LUMO energy (alpha / beta): -2.51 / -2.52 eV
- Net charge: +1



Density functional theory data (ωB97M-V with the def2-TZVPD basis set) for H10O5Tl as an isolated structure.

Geometry as XYZ:
```
16
Properties=species:S:1:pos:R:3:forces:R:3:mulliken_charge:R:1
Tl -5.249792 12.029006 -17.314801 -1.62 -1.14 -0.74 1.5733
O -5.237659 14.126896 -19.197840 -0.85 -0.60 0.45 -0.4652
H -5.639859 13.718608 -19.990050 0.23 0.01 0.03 0.3944
H -4.728352 14.901294 -19.533660 0.47 -0.26 0.48 0.3959
O -7.533993 11.855937 -15.651470 0.59 0.53 0.09 -0.4898
H -8.448398 11.531437 -15.755695 0.18 -0.01 -0.18 0.3547
H -7.377020 11.861658 -14.686605 0.02 0.12 -0.18 0.3700
O -5.416263 10.854868 -19.898651 0.13 -0.40 0.51 -0.4813
H -4.669719 10.458786 -20.395780 0.01 0.31 0.08 0.3717
H -6.159739 10.882363 -20.534998 0.09 0.30 0.14 0.3732
O -7.225587 10.119036 -17.890175 0.27 -0.22 0.78 -0.4202
H -8.184452 10.205015 -17.725673 0.13 0.18 -0.40 0.3475
H -7.110654 9.209949 -18.235082 0.10 0.32 -0.23 0.3526
O -4.908881 9.959274 -15.390141 0.39 0.53 -0.38 -0.4548
H -5.557788 9.826770 -14.668030 -0.12 0.13 -0.26 0.3825
H -4.604664 9.056653 -15.630430 -0.01 0.20 -0.18 0.3953
```
Positions in Å, forces in eV/Å.

Properties
- Maximum force: 2.12 eV Å⁻¹
- LUMO energy: -19.97 eV
- Net charge: +3



Density functional theory data (ωB97M-V with the def2-TZVPD basis set) for a 3-piece molecular cluster, C4H13NO2 overall.

Geometry as XYZ:
```
20
Properties=species:S:1:pos:R:3:forces:R:3:mulliken_charge:R:1
C -1.612457 0.811590 0.290196 -0.09 0.57 0.62 -0.5938
C -0.801005 -0.387840 0.789334 -1.05 -1.64 -1.51 -0.3876
C -1.482024 -1.456520 -0.140502 0.09 0.13 0.59 -0.6670
N -1.673982 -0.811880 -1.435577 0.13 -0.49 -0.01 -0.4065
C -1.693824 0.643590 -1.239289 0.04 -0.19 0.33 -0.4621
H -1.322386 1.794130 0.671422 0.46 -0.02 -0.43 0.3769
H -2.651887 0.754746 0.618064 0.01 -0.46 0.40 0.2434
H 0.244464 -0.429883 0.482808 0.16 0.68 0.20 0.1350
H -0.895419 -0.772113 1.801621 -0.06 0.70 0.31 0.3531
H -0.894953 -2.367875 -0.240554 0.04 -0.04 -0.05 0.3548
H -2.451646 -1.741281 0.285024 0.05 0.03 0.03 0.2640
H -0.953107 -1.143017 -2.055209 0.07 0.36 -0.23 0.2929
H -0.876782 1.141809 -1.763485 -0.04 0.03 -0.07 0.2506
H -2.658032 1.017948 -1.585001 0.19 0.33 -0.17 0.2512
O 3.523351 -0.805284 -0.974896 0.31 -0.81 -0.41 -0.6199
H 3.128894 -0.988043 -1.831718 0.07 -0.11 -0.08 0.3160
H 3.078000 -0.025678 -0.684884 -0.35 0.94 0.55 0.2924
O 3.455687 1.583220 1.990663 0.86 -0.22 -0.81 -0.6215
H 3.949455 1.335815 2.772602 -0.12 -0.01 0.22 0.3131
H 2.587652 1.846570 2.249379 -0.79 0.22 0.53 0.3151
```
Positions in Å, forces in eV/Å.

Properties
- SMILES string: C1CCNC1.O.O
- Maximum force: 2.46 eV Å⁻¹
- LUMO energy: 0.55 eV
- Net charge: 0